No. 1
{
  "formula": "C73H169N11O13",
  "method": "the ωB97M-V functional and the def2-TZVPD basis",
  "e_above_lowest_kj_mol": 899.58,
  "max_force_ev_per_a": 3.69,
  "total_energy_ha": -4462.392617,
  "lumo_ev": 0.3,
  "smiles": "CC1(C)CCCC(C)(C)N1O.CC1(C)CCCC(C)(C)N1O.CC1(C)CCCC(C)(C)N1O.CC1(C)CCCC(C)(C)N1O.CC1(C)CCCC(C)(C)N1O.COC[C@H](C)N.COC[C@H](C)N.COC[C@H](C)N.COC[C@H](C)N.COCCNCCOC.COCCNCCOC",
  "symbols": ["C", "C", "C", "C", "C", "C", "C", "C", "C", "N", "O", "H", "H", "H", "H", "H", "H", "H", "H", "H", "H", "H", "H", "H", "H", "H", "H", "H", "H", "H", "C", "C", "C", "C", "C", "C", "C", "C", "C", "N", "O", "H", "H", "H", "H", "H", "H", "H", "H", "H", "H", "H", "H", "H", "H", "H", "H", "H", "H", "H", "C", "C", "C", "C", "C", "C", "C", "C", "C", "N", "O", "H", "H", "H", "H", "H", "H", "H", "H", "H", "H", "H", "H", "H", "H", "H", "H", "H", "H", "H", "C", "C", "C", "C", "C", "C", "C", "C", "C", "N", "O", "H", "H", "H", "H", "H", "H", "H", "H", "H", "H", "H", "H", "H", "H", "H", "H", "H", "H", "H", "C", "C", "C", "C", "C", "C", "C", "C", "C", "N", "O", "H", "H", "H", "H", "H", "H", "H", "H", "H", "H", "H", "H", "H", "H", "H", "H", "H", "H", "H", "C", "O", "C", "C", "C", "N", "H", "H", "H", "H", "H", "H", "H", "H", "H", "H", "H", "C", "O", "C", "C", "C", "N", "H", "H", "H", "H", "H", "H", "H", "H", "H", "H", "H", "C", "O", "C", "C", "C", "N", "H", "H", "H", "H", "H", "H", "H", "H", "H", "H", "H", "C", "O", "C", "C", "C", "N", "H", "H", "H", "H", "H", "H", "H", "H", "H", "H", "H", "C", "O", "C", "C", "N", "C", "C", "O", "C", "H", "H", "H", "H", "H", "H", "H", "H", "H", "H", "H", "H", "H", "H", "H", "C", "O", "C", "C", "N", "C", "C", "O", "C", "H", "H", "H", "H", "H", "H", "H", "H", "H", "H", "H", "H", "H", "H", "H"],
  "xyz": [[-4.68, 9.55, -13.64], [-6.15, 9.14, -13.81], [-6.86, 10.27, -14.61], [-6.23, 7.77, -14.46], [-7.46, 6.88, -14.15], [-8.49, 7.65, -13.38], [-7.97, 8.38, -12.13], [-9.18, 9.29, -11.73], [-7.67, 7.41, -10.99], [-6.68, 9.07, -12.45], [-6.56, 10.28, -11.71], [-4.21, 9.02, -12.81], [-4.00, 9.01, -14.31], [-4.37, 10.58, -13.44], [-6.28, 10.23, -15.53], [-7.92, 10.07, -14.76], [-6.56, 11.28, -14.31], [-6.39, 8.02, -15.51], [-5.32, 7.17, -14.46], [-7.83, 6.52, -15.11], [-7.24, 5.95, -13.62], [-9.25, 6.95, -13.03], [-8.98, 8.33, -14.08], [-9.50, 9.95, -12.54], [-9.10, 9.93, -10.86], [-10.02, 8.60, -11.58], [-7.40, 7.88, -10.04], [-6.89, 6.74, -11.36], [-8.59, 6.89, -10.72], [-5.81, 10.10, -11.13], [-7.92, 0.43, -30.71], [-8.86, 0.40, -29.45], [-10.08, 1.20, -29.74], [-9.42, -1.10, -29.39], [-8.46, -2.10, -28.74], [-8.08, -1.61, -27.40], [-7.45, -0.19, -27.42], [-7.49, 0.22, -25.96], [-6.02, -0.36, -28.04], [-8.29, 0.73, -28.14], [-7.69, 2.01, -28.13], [-8.32, 0.64, -31.70], [-7.16, 1.22, -30.64], [-7.43, -0.51, -30.96], [-10.68, 1.08, -28.84], [-9.76, 2.24, -29.81], [-10.63, 0.90, -30.63], [-10.25, -1.16, -28.68], [-9.71, -1.35, -30.41], [-8.97, -3.06, -28.69], [-7.52, -2.31, -29.25], [-7.26, -2.28, -27.12], [-8.90, -1.77, -26.71], [-8.54, 0.21, -25.70], [-7.18, 1.25, -25.76], [-6.92, -0.39, -25.26], [-5.46, -1.12, -27.49], [-5.59, 0.62, -27.84], [-6.01, -0.54, -29.11], [-7.06, 1.98, -28.86], [0.11, 13.84, -35.57], [0.76, 12.41, -35.25], [-0.34, 11.30, -35.08], [1.48, 11.94, -36.55], [2.91, 12.55, -36.79], [3.74, 12.28, -35.50], [3.14, 12.83, -34.14], [3.90, 12.18, -32.98], [3.32, 14.37, -34.02], [1.77, 12.42, -34.09], [1.11, 12.66, -32.87], [0.29, 14.14, -36.60], [-0.98, 13.80, -35.54], [0.31, 14.62, -34.84], [-0.92, 11.03, -35.97], [0.21, 10.36, -34.98], [-1.05, 11.58, -34.31], [1.70, 10.88, -36.45], [0.94, 12.21, -37.46], [3.43, 11.87, -37.47], [3.00, 13.54, -37.23], [4.65, 12.87, -35.59], [3.87, 11.21, -35.37], [3.83, 11.09, -32.87], [3.59, 12.63, -32.04], [4.97, 12.29, -33.13], [3.14, 14.71, -33.00], [2.70, 14.98, -34.67], [4.36, 14.60, -34.27], [1.24, 11.82, -32.41], [-4.98, 21.63, -28.59], [-4.89, 21.64, -30.19], [-5.72, 20.39, -30.64], [-5.53, 22.85, -30.81], [-4.62, 24.07, -30.90], [-3.31, 23.82, -31.75], [-2.60, 22.49, -31.10], [-1.56, 21.97, -32.21], [-1.80, 22.80, -29.83], [-3.58, 21.45, -30.85], [-2.94, 20.28, -30.47], [-5.91, 22.11, -28.29], [-4.98, 20.57, -28.32], [-4.23, 22.12, -27.97], [-5.57, 20.33, -31.71], [-5.44, 19.46, -30.15], [-6.79, 20.57, -30.54], [-6.05, 22.57, -31.72], [-6.34, 23.11, -30.12], [-5.23, 24.69, -31.55], [-4.47, 24.60, -29.96], [-2.63, 24.66, -31.67], [-3.87, 23.82, -32.68], [-1.06, 21.07, -31.85], [-0.76, 22.69, -32.41], [-1.98, 21.80, -33.19], [-0.83, 23.28, -29.99], [-1.42, 21.84, -29.48], [-2.43, 23.14, -29.00], [-3.12, 19.62, -31.15], [-7.46, 11.32, -27.31], [-6.45, 10.17, -27.45], [-6.90, 9.21, -28.65], [-5.08, 10.68, -27.88], [-4.28, 11.37, -26.76], [-4.05, 10.31, -25.66], [-5.51, 9.79, -25.11], [-5.23, 8.39, -24.42], [-6.02, 10.81, -24.08], [-6.41, 9.40, -26.20], [-7.63, 8.95, -25.74], [-7.44, 11.85, -28.26], [-7.34, 11.98, -26.45], [-8.50, 10.99, -27.38], [-7.07, 9.78, -29.57], [-7.93, 8.85, -28.57], [-6.22, 8.49, -29.10], [-4.52, 9.82, -28.23], [-5.06, 11.45, -28.65], [-4.71, 12.35, -26.55], [-3.31, 11.56, -27.21], [-3.57, 10.83, -24.84], [-3.50, 9.41, -25.95], [-4.41, 8.55, -23.73], [-6.17, 8.12, -23.92], [-4.76, 7.74, -25.16], [-6.35, 11.75, -24.54], [-6.97, 10.50, -23.64], [-5.37, 10.95, -23.22], [-7.68, 8.05, -26.09], [-10.10, 9.41, -37.07], [-8.84, 9.93, -37.45], [-8.70, 11.35, -37.07], [-8.61, 12.30, -38.28], [-9.78, 12.17, -39.30], [-7.33, 12.25, -38.88], [-10.04, 8.33, -37.18], [-10.81, 9.77, -37.81], [-10.53, 9.72, -36.12], [-9.58, 11.75, -36.56], [-7.93, 11.54, -36.32], [-8.39, 13.30, -37.91], [-9.87, 11.21, -39.80], [-9.96, 12.94, -40.05], [-10.67, 12.35, -38.70], [-7.34, 11.29, -39.21], [-7.04, 12.90, -39.59], [-0.67, 4.63, -31.25], [0.11, 3.92, -30.29], [0.91, 4.87, -29.46], [2.19, 5.43, -30.08], [3.06, 4.49, -30.81], [3.01, 6.19, -29.13], [-0.16, 5.42, -31.80], [-1.54, 5.15, -30.84], [-1.12, 3.88, -31.91], [0.29, 5.68, -29.07], [1.19, 4.37, -28.53], [1.89, 6.36, -30.57], [3.66, 4.96, -31.59], [2.54, 3.66, -31.29], [3.79, 3.98, -30.18], [3.21, 5.82, -28.21], [3.92, 6.33, -29.55], [1.67, 11.88, -18.23], [1.23, 13.16, -17.87], [2.25, 14.21, -17.87], [2.00, 15.38, -16.98], [3.07, 16.37, -16.92], [1.90, 14.96, -15.62], [0.76, 11.40, -18.58], [2.13, 11.37, -17.38], [2.26, 11.89, -19.14], [3.22, 13.79, -17.61], [2.43, 14.64, -18.86], [1.05, 15.88, -17.17], [3.89, 16.06, -16.27], [2.67, 17.33, -16.59], [3.43, 16.67, -17.90], [1.27, 14.18, -15.71], [2.72, 14.65, -15.13], [-12.48, 15.10, -22.57], [-12.56, 16.49, -22.82], [-11.53, 17.18, -22.05], [-12.16, 18.23, -21.17], [-13.43, 17.76, -20.39], [-12.56, 19.39, -21.90], [-11.49, 14.64, -22.48], [-13.00, 14.44, -23.26], [-12.80, 14.95, -21.54], [-10.85, 16.58, -21.46], [-10.87, 17.80, -22.66], [-11.47, 18.62, -20.42], [-13.18, 17.17, -19.51], [-13.97, 17.00, -20.95], [-14.17, 18.49, -20.03], [-12.86, 20.11, -21.26], [-13.32, 19.13, -22.50], [2.47, 18.05, -23.51], [1.95, 18.60, -24.73], [0.80, 17.94, -25.12], [-0.50, 18.46, -24.47], [-0.80, 18.14, -23.08], [-2.11, 18.59, -22.59], [-2.00, 20.00, -21.92], [-3.13, 20.30, -21.25], [-4.11, 20.91, -21.98], [1.98, 18.29, -22.56], [3.49, 18.36, -23.30], [2.41, 16.96, -23.58], [0.95, 16.86, -25.03], [0.81, 18.02, -26.21], [-1.36, 18.27, -25.11], [-0.58, 19.55, -24.48], [-0.76, 17.14, -22.90], [-2.51, 17.87, -21.87], [-2.91, 18.53, -23.33], [-1.74, 20.68, -22.72], [-1.10, 20.11, -21.30], [-4.82, 21.58, -21.48], [-4.68, 20.12, -22.47], [-3.72, 21.51, -22.80], [-25.48, 8.67, -28.41], [-24.06, 8.78, -28.65], [-23.35, 9.22, -27.47], [-22.03, 9.83, -27.95], [-20.87, 9.02, -27.95], [-19.79, 9.95, -28.10], [-18.49, 9.15, -28.04], [-18.29, 8.65, -29.36], [-16.95, 8.63, -29.79], [-25.84, 8.79, -29.43], [-25.94, 9.39, -27.73], [-25.87, 7.67, -28.26], [-23.37, 8.45, -26.70], [-23.73, 10.05, -26.88], [-21.79, 10.74, -27.40], [-22.13, 10.25, -28.95], [-20.95, 8.46, -28.79], [-19.67, 10.69, -27.31], [-19.81, 10.45, -29.07], [-18.54, 8.42, -27.23], [-17.70, 9.88, -27.85], [-16.98, 8.13, -30.76], [-16.22, 8.07, -29.20], [-16.54, 9.63, -29.90]],
  "mulliken_charge": [-1.993, 1.531, -1.606, -1.065, -0.804, -1.160, 1.240, -1.686, -1.712, 0.294, -0.514, 0.507, 0.401, 0.349, 0.512, 0.333, 0.306, 0.385, 0.380, 0.352, 0.361, 0.554, 0.390, 0.377, 0.337, 0.428, 0.383, 0.397, 0.379, 0.346, -1.524, 1.528, -2.005, -1.262, -0.661, -1.244, 1.756, -1.926, -1.738, 0.099, -0.433, 0.435, 0.279, 0.363, 0.478, 0.413, 0.363, 0.395, 0.463, 0.385, 0.343, 0.395, 0.359, 0.449, 0.364, 0.373, 0.413, 0.450, 0.342, 0.348, -1.680, 1.359, -1.773, -1.323, -0.731, -1.188, 1.555, -2.046, -1.658, 0.467, -0.498, 0.295, 0.474, 0.364, 0.369, 0.459, 0.402, 0.394, 0.450, 0.397, 0.341, 0.444, 0.401, 0.411, 0.454, 0.415, 0.357, 0.351, 0.409, 0.329, -1.409, 1.321, -2.052, -1.009, -0.907, -0.901, 1.085, -1.826, -1.574, 0.443, -0.520, 0.352, 0.368, 0.297, 0.499, 0.402, 0.406, 0.416, 0.396, 0.407, 0.364, 0.381, 0.389, 0.425, 0.428, 0.380, 0.434, 0.400, 0.256, 0.349, -1.574, 1.282, -1.782, -1.127, -0.697, -0.995, 1.107, -1.796, -1.706, 0.477, -0.518, 0.427, 0.226, 0.375, 0.427, 0.431, 0.381, 0.408, 0.389, 0.364, 0.391, 0.358, 0.405, 0.419, 0.430, 0.405, 0.299, 0.385, 0.433, 0.378, -0.705, -0.348, -0.623, 0.238, -1.271, -0.624, 0.267, 0.287, 0.314, 0.351, 0.405, 0.276, 0.256, 0.400, 0.318, 0.221, 0.239, -0.703, -0.348, -0.743, 0.675, -1.430, -0.699, 0.290, 0.300, 0.266, 0.390, 0.351, 0.123, 0.368, 0.352, 0.352, 0.206, 0.250, -0.730, -0.321, -0.729, 0.577, -1.336, -0.712, 0.265, 0.288, 0.315, 0.355, 0.303, 0.200, 0.330, 0.339, 0.357, 0.256, 0.244, -0.806, -0.341, -0.803, 0.398, -1.330, -0.701, 0.313, 0.282, 0.341, 0.409, 0.354, 0.377, 0.358, 0.266, 0.389, 0.253, 0.241, -0.655, -0.370, -0.672, -0.620, -0.173, -0.718, -0.424, -0.392, -0.705, 0.238, 0.268, 0.281, 0.383, 0.364, 0.435, 0.328, 0.237, 0.395, 0.326, 0.281, 0.333, 0.272, 0.292, 0.299, -0.739, -0.310, -0.597, -0.774, -0.370, -0.513, -0.634, -0.298, -0.804, 0.258, 0.306, 0.286, 0.359, 0.331, 0.484, 0.395, 0.270, 0.448, 0.320, 0.303, 0.384, 0.250, 0.311, 0.333]
}

---

No. 2
{
  "formula": "C4H13N2",
  "method": "the ωB97M-V functional and the def2-TZVPD basis",
  "e_above_lowest_kj_mol": 680.11,
  "total_charge": 2,
  "max_force_ev_per_a": 6.69,
  "total_energy_ha": -268.747334,
  "spin_multiplicity": 2,
  "lumo_ev": [-14.2, -14.1],
  "symbols": ["N", "C", "C", "N", "C", "C", "H", "H", "H", "H", "H", "H", "H", "H", "H", "H", "H", "H", "H"],
  "xyz": [[1.15, 0.86, 0.27], [2.38, 0.16, -0.18], [2.17, -1.33, -0.19], [-1.55, 0.89, 0.05], [-1.60, 0.19, 1.33], [-2.31, 0.26, -1.08], [-0.53, 1.15, -0.10], [1.27, 1.74, 0.63], [2.98, -1.83, -0.59], [3.25, 0.39, 0.43], [2.50, 0.40, -1.23], [1.44, -1.71, -1.05], [1.69, -1.68, 0.66], [-1.18, -0.85, 1.30], [-2.64, 0.02, 1.64], [-1.19, 0.69, 2.22], [-2.75, 1.12, -1.58], [-3.28, -0.15, -0.72], [-1.80, -0.31, -1.79]],
  "nbo_charge": [0.021, -0.353, -0.604, -0.078, -0.534, -0.491, 0.389, 0.370, 0.296, 0.328, 0.421, 0.273, 0.266, 0.293, 0.296, 0.270, 0.292, 0.274, 0.273]
}